No. 1
C16H22N2O7S | ωB97M-V/def2-TZVPD

CARTESIAN COORDINATES (ANGSTROEM)
C  3.43996  0.20423  -0.61048
C  2.37016  0.86758  -1.47698
O  1.32844  -0.02175  -1.82417
C  1.56190  -0.83009  -2.95701
C  1.19683  -0.14890  -4.28182
H  1.68251  0.82757  -4.33405
H  1.57703  -0.76274  -5.09973
C  -0.31224  0.03250  -4.47784
N  -0.89443  0.95015  -3.53507
S  -2.21253  0.55157  -2.62018
O  -2.84998  -0.60102  -3.18633
O  -2.96365  1.75853  -2.42892
C  -1.45733  0.09084  -1.06812
C  -1.07505  1.10117  -0.20504
C  -0.37243  0.81647  0.95528
C  -0.07201  -0.51227  1.19064
C  -0.48192  -1.52677  0.31321
C  -1.18786  -1.24664  -0.83409
H  -1.52252  -2.00225  -1.52346
O  -0.05769  -2.73173  0.79469
C  0.60586  -2.50957  1.95935
O  1.10790  -3.35209  2.64493
N  0.62087  -1.14682  2.19754
C  1.10803  -0.55658  3.40912
C  -0.01215  0.10571  4.21436
O  0.17362  0.99107  5.00291
O  -1.18649  -0.43664  3.92121
C  -2.34776  0.11045  4.55512
C  -2.87019  1.31468  3.78623
H  -3.79780  1.65619  4.23563
H  -3.05387  1.04928  2.74746
H  -2.14546  2.12438  3.82235
H  -3.07508  -0.70305  4.55832
H  -2.09184  0.39056  5.58162
H  1.54449  -1.36254  4.00983
H  1.88061  0.19191  3.20589
H  -0.06569  1.59307  1.63766
H  -1.34412  2.11344  -0.45971
H  -0.78094  1.93248  -3.70462
H  -0.50128  0.36379  -5.50705
H  -0.83174  -0.91542  -4.32658
H  0.93561  -1.71548  -2.81776
H  2.61133  -1.15052  -2.99101
H  2.83085  1.30285  -2.37284
H  1.88345  1.66909  -0.91386
H  3.95037  -0.58441  -1.15814
H  4.17457  0.94189  -0.29976
H  2.97967  -0.23420  0.27127

Forces on the atoms, in the same order (eV/Å):
-0.3508 0.0850 -0.2957
0.1591 -0.0245 0.1593
0.1230 -0.0035 0.0717
0.1112 0.1163 -0.2416
-0.3245 -0.0833 0.4227
0.1210 0.0142 -0.0889
0.0660 0.0207 -0.0681
0.4393 -0.3939 -0.2578
-0.8518 -0.0003 0.3416
0.4119 0.4165 -0.0524
0.3050 -0.1714 0.1234
0.2810 0.0614 0.1382
-0.4515 0.1843 -0.4132
-0.1303 0.1008 -0.0722
0.1056 -0.2767 0.0512
-0.2507 -0.1708 -0.6233
-0.1272 1.0926 0.0312
0.1247 -0.4337 0.3465
-0.0259 -0.1928 -0.0761
-0.1453 -0.3964 -0.3064
0.5463 0.1618 0.7937
-0.1179 -0.2258 -0.1162
0.0081 -0.1891 -0.2663
-0.0550 0.0528 0.1666
0.3083 -0.0444 -0.1005
0.0426 0.0751 0.0603
-0.0238 -0.2772 -0.1657
-0.3777 0.3713 0.2929
0.2635 -0.3102 0.0815
-0.1165 0.0607 0.0341
-0.0587 -0.0008 -0.0772
0.0243 0.0941 0.0010
0.1209 0.0754 0.0318
-0.0723 -0.1248 -0.1375
-0.0439 0.1593 -0.0781
-0.1209 -0.0860 0.0817
0.0097 0.1304 0.0846
0.0108 0.1769 0.0527
-0.1744 0.2442 0.1088
-0.0959 -0.0900 0.1408
0.1022 -0.0649 -0.2416
0.0884 -0.0691 -0.0584
-0.0731 -0.0663 0.0312
-0.0614 0.0403 0.0211
0.0971 0.0217 -0.1022
0.0902 -0.0812 -0.0162
0.1302 0.0664 0.0545
-0.0409 -0.0451 0.1322

Values from the calculation:
Total charge: 0
ΔE to the lowest compared entry with this formula, charge and spin: 1.315 eV
LUMO level: 0.515 eV
Multiplicity: 1
SMILES: CCOCCCNS(=O)(=O)c1ccc2c(c1)oc(=O)n2CC(=O)OCC

Partial charges, Löwdin, in e:
1. C -0.06
2. C -0.26
3. O -0.19
4. C -0.20
5. C -0.15
6. H 0.11
7. H 0.12
8. C -0.23
9. N -0.13
10. S 0.65
11. O -0.28
12. O -0.29
13. C -0.27
14. C -0.06
15. C 0.01
16. C -0.14
17. C -0.16
18. C 0.03
19. H 0.13
20. O 0.18
21. C -0.47
22. O 0.14
23. N 0.05
24. C 0.00
25. C -0.48
26. O 0.12
27. O 0.01
28. C -0.19
29. C -0.05
30. H 0.08
31. H 0.08
32. H 0.08
33. H 0.13
34. H 0.12
35. H 0.15
36. H 0.15
37. H 0.13
38. H 0.12
39. H 0.12
40. H 0.12
41. H 0.11
42. H 0.13
43. H 0.12
44. H 0.12
45. H 0.11
46. H 0.07
47. H 0.08
48. H 0.06



No. 2
C16H22N4O4S2 | ωB97M-V/def2-TZVPD

CARTESIAN COORDINATES (ANGSTROEM)
C  5.22769  1.23379  1.20487
H  6.29785  1.34928  1.62029
O  4.79188  0.05721  1.34300
C  5.50135  -1.11920  0.87124
C  4.71445  -2.57979  0.90702
H  5.33831  -3.32098  1.06950
H  4.11844  -2.52507  2.20556
C  3.61252  -2.56621  -0.15831
N  2.64749  -1.46292  -0.17804
C  2.85148  -0.53639  -0.99538
O  3.50366  -0.32932  -1.92270
C  1.72885  0.74349  -0.83136
C  0.45169  0.02734  -1.28292
N  -0.52048  1.33862  -0.87942
S  -1.06406  1.33455  0.54431
O  -1.23510  2.69327  1.19616
O  -0.27091  0.29520  1.56309
C  -2.75913  0.65953  0.59277
C  -3.69485  1.62453  0.68925
C  -5.15037  1.08722  0.75238
C  -5.42958  -0.25842  0.18482
C  -4.41383  -1.01048  0.17396
N  -4.33525  -2.27417  -0.29057
S  -2.88866  -2.86316  -0.34814
N  -2.04756  -1.38932  -0.39600
C  -2.85856  -0.59465  0.12333
H  -6.37719  -0.81919  0.18417
H  -5.89914  1.87863  0.80719
H  -3.68992  2.50156  1.15966
C  -0.19591  2.46665  -1.49908
C  1.17925  3.11568  -1.25698
C  2.17820  1.89743  -1.60766
H  3.22826  2.30134  -1.14438
H  2.23814  1.57577  -2.57221
H  1.35991  3.83992  -1.77544
H  1.21396  3.46203  -0.10735
H  -0.95870  3.23259  -1.42889
H  -0.31348  2.36319  -2.38379
H  0.08187  -0.62924  -0.60621
H  0.30790  0.11990  -2.14756
H  1.87932  0.77375  0.50549
H  2.02454  -1.23686  0.99130
H  2.98689  -3.56164  0.16125
H  4.06764  -2.76643  -0.98872
H  6.28072  -1.05178  1.40114
H  5.85218  -0.98740  -0.17282
H  5.40080  1.28769  0.08696
H  4.60021  1.81427  1.54998

Forces on the atoms, in the same order (eV/Å):
10.5852 -1.4453 -6.1460
-1.1614 0.4082 0.0130
-4.5408 -9.0690 1.6531
-5.5059 -0.5420 -4.0762
-4.6404 8.7004 4.4301
2.9797 -3.7843 -0.1701
1.5394 -0.1481 -3.9131
-3.8413 -3.2859 7.2134
-0.8224 -4.5556 7.5395
-5.9067 7.6884 0.8974
5.2948 -1.2267 -4.9667
2.7556 -5.5271 5.0252
2.4063 6.4374 13.2167
-0.1939 -5.1961 0.2773
0.5164 -0.9008 10.6707
0.8064 -2.7226 -2.5662
-2.6923 3.4294 -4.4481
4.1966 4.3943 -1.2195
-5.8226 -6.0602 0.7645
1.6620 -1.2334 -3.7007
-5.6069 7.2742 3.8840
10.8179 -6.2587 -3.1806
-2.2605 -0.9336 1.6756
0.8764 1.1070 -2.0368
1.7445 -3.9941 0.8644
-6.8183 1.1756 0.8446
-0.0360 1.0563 -0.2601
-0.1059 -0.5471 0.3642
1.2389 3.7161 1.1522
1.6886 7.4215 6.7594
-1.5881 -9.7857 7.4750
1.5692 4.1619 5.5558
-2.1248 -1.4467 -1.5999
0.3215 -0.0336 -3.0366
1.6604 8.2681 -6.0869
0.3161 -1.0800 -2.4792
-0.5180 0.3573 1.1147
-0.6873 -1.9925 -11.6007
-0.6602 -2.8166 1.0323
-1.9476 -0.2981 -13.0566
-1.3010 0.7020 -4.1694
2.5491 -0.6124 -5.0760
1.2256 2.1572 -1.2365
2.0047 -0.5535 -5.5310
6.4112 -0.6733 4.2945
-0.4962 0.2893 0.0595
-0.0725 1.5474 0.4740
-5.8155 6.4310 3.3062

Values from the calculation:
Total charge: 0
ΔE to the lowest compared entry with this formula, charge and spin: 18.691 eV
LUMO level: -1.527 eV
Multiplicity: 1

Partial charges, Löwdin, in e:
1. C -0.20
2. H 0.12
3. O -0.19
4. C -0.12
5. C -0.08
6. H 0.02
7. H 0.21
8. C -0.21
9. N 0.07
10. C -0.61
11. O 0.12
12. C -0.23
13. C 0.07
14. N -0.24
15. S 0.83
16. O -0.34
17. O -0.41
18. C -0.24
19. C 0.01
20. C 0.07
21. C -0.04
22. C -0.34
23. N -0.28
24. S 1.05
25. N -0.15
26. C -0.41
27. H 0.13
28. H 0.09
29. H 0.06
30. C -0.28
31. C -0.06
32. C -0.13
33. H 0.17
34. H 0.09
35. H 0.00
36. H 0.17
37. H 0.15
38. H 0.04
39. H 0.04
40. H 0.02
41. H 0.21
42. H 0.33
43. H 0.16
44. H 0.05
45. H 0.03
46. H 0.13
47. H 0.12
48. H 0.01



No. 3
C16H22N4OS2 | ωB97M-V/def2-TZVPD

CARTESIAN COORDINATES (ANGSTROEM)
C  -1.22392  -2.12768  2.34700
H  -1.50369  -2.90594  3.05101
H  -1.92559  -1.30120  2.43719
H  -0.22933  -1.76914  2.60180
C  -1.23023  -2.68850  0.92840
N  -0.86996  -1.67632  -0.03011
C  0.36410  -1.51901  -0.59278
N  0.38812  -0.46026  -1.36449
N  -0.82002  0.10852  -1.30763
C  -1.58319  -0.60018  -0.51106
C  -2.92992  -0.21040  -0.22177
C  -3.95625  -0.83770  0.43481
C  -5.12973  -0.06138  0.47512
C  -4.98402  1.14132  -0.14191
S  -3.41212  1.35673  -0.79419
H  -5.71357  1.91850  -0.25237
H  -6.03988  -0.38809  0.94505
H  -3.89772  -1.81774  0.87015
S  1.69507  -2.58601  -0.27712
C  3.02195  -1.71312  -1.16983
H  2.61883  -1.39795  -2.13016
H  3.80955  -2.45485  -1.29523
C  3.55284  -0.54008  -0.34100
O  4.54277  -0.64800  0.35307
N  2.82854  0.57763  -0.47986
H  1.96343  0.53474  -1.01303
C  3.08136  1.77069  0.30438
C  2.54582  2.99975  -0.42923
C  1.01811  3.02857  -0.46695
C  0.43827  2.93460  0.94101
C  0.93155  1.66904  1.63493
C  2.45544  1.65668  1.70133
H  2.81154  0.73795  2.17150
H  2.79935  2.49860  2.30518
H  0.58033  0.79564  1.08322
H  0.51964  1.60932  2.64526
H  -0.65240  2.92872  0.88759
H  0.74425  3.80663  1.52437
H  0.63126  2.20444  -1.06790
H  0.68919  3.95607  -0.93974
H  2.94437  3.01676  -1.44538
H  2.90899  3.88962  0.08929
H  4.17030  1.84097  0.41724
H  -0.49514  -3.49303  0.83990
H  -2.21238  -3.08915  0.66612

Forces on the atoms, in the same order (eV/Å):
-0.0027 -0.1050 -0.1773
-0.0397 -0.0608 0.1185
-0.0412 0.0475 0.0301
0.0810 0.0386 0.0276
-0.1981 -0.1937 0.5532
0.3512 0.5976 -0.6620
-0.0646 0.0985 -0.1631
0.5986 -0.6415 0.0136
-1.1022 0.3635 0.0793
0.7846 -0.1762 -0.2225
-0.7603 0.3613 0.1043
0.4494 0.0300 -0.1832
-0.2611 0.2739 -0.0252
0.3077 -0.0205 -0.0950
-0.2376 -0.4248 0.2932
-0.1852 0.1484 -0.0128
-0.1690 -0.0170 0.0649
0.0786 -0.1742 0.0702
0.2629 -0.3047 0.1167
-0.1877 0.0296 0.2125
0.0814 -0.0298 -0.0431
-0.0486 0.0911 0.0113
-0.1904 -0.2409 -0.4463
0.3161 -0.1131 0.2775
-0.2303 0.5004 -0.0841
0.2133 -0.1869 -0.0018
0.4235 0.1581 0.2968
-0.0501 -0.1760 -0.0826
0.1115 0.2311 0.1650
-0.1409 -0.2603 -0.1630
0.1019 0.2674 0.1889
-0.0341 -0.2154 -0.1486
0.0801 0.0334 0.0354
0.0476 0.0478 0.0728
-0.0719 -0.1384 -0.0365
-0.0318 -0.0765 -0.0104
-0.0382 0.0786 0.0467
-0.0255 0.0861 0.0443
-0.0644 0.0032 -0.0851
-0.0337 -0.0380 -0.0945
0.0885 0.0529 0.0029
0.0391 0.0420 0.0039
-0.1861 0.0449 -0.0295
-0.1999 0.0204 -0.0410
0.1782 -0.0526 -0.0221

Values from the calculation:
Total charge: 0
ΔE to the lowest compared entry with this formula, charge and spin: 0.000 eV
LUMO level: 0.318 eV
Multiplicity: 1
SMILES: CCn1c(SCC(=O)NC2CCCCC2)nnc1-c1cccs1

Partial charges, Löwdin, in e:
1. C -0.05
2. H 0.08
3. H 0.07
4. H 0.08
5. C -0.20
6. N 0.00
7. C -0.62
8. N 0.00
9. N 0.06
10. C -0.33
11. C -0.45
12. C -0.13
13. C -0.19
14. C -0.41
15. S 1.07
16. H 0.06
17. H 0.10
18. H 0.10
19. S 1.01
20. C -0.34
21. H 0.08
22. H 0.08
23. C -0.57
24. O 0.05
25. N 0.10
26. H 0.08
27. C -0.30
28. C -0.14
29. C -0.20
30. C -0.20
31. C -0.19
32. C -0.14
33. H 0.11
34. H 0.12
35. H 0.09
36. H 0.11
37. H 0.10
38. H 0.11
39. H 0.08
40. H 0.11
41. H 0.12
42. H 0.12
43. H 0.15
44. H 0.09
45. H 0.12



No. 4
C16H22O6 | ωB97M-V/def2-TZVPD

CARTESIAN COORDINATES (ANGSTROEM)
C  -0.69523  -7.39542  0.45608
C  -0.73354  -5.75399  0.22223
C  -2.30244  -5.19796  0.22691
C  -2.51879  -4.06776  1.41122
C  -2.54702  -2.50681  0.82531
C  -1.33188  -1.65366  1.52983
C  -1.65488  -0.06565  1.77603
C  -1.59519  0.99804  0.53012
C  -0.65969  2.25839  1.10651
C  0.43208  1.28207  1.90874
O  1.76494  1.36184  1.88393
O  -0.49061  0.36461  2.60713
H  -0.65389  -7.70088  1.59364
H  0.28973  -7.84688  -0.03329
H  -1.65949  -7.83800  -0.04929
H  -0.06323  -5.21788  1.02205
H  -0.28226  -5.51657  -0.85638
H  -2.63397  -4.82665  -0.83446
H  -3.01395  -6.10403  0.50849
H  -1.63860  -4.23227  2.19662
H  -3.52028  -4.27960  2.01426
H  -2.43526  -2.60257  -0.33670
H  -3.62339  -2.09862  1.03960
H  -0.35385  -1.87765  0.92760
H  -1.17609  -2.13656  2.60944
H  -2.59548  0.22510  2.43256
H  -1.19112  0.66501  -0.51775
H  -2.62909  1.51214  0.30367
H  -1.11876  2.85278  2.00637
H  -0.05392  2.86461  0.30262
C  3.42377  5.78727  -3.31717
C  2.44549  4.87987  -3.33491
C  1.84816  4.36150  -2.07312
O  0.93752  3.54211  -2.12149
C  2.38905  4.85998  -0.79892
C  3.36968  5.76479  -0.78138
C  3.94769  6.30329  -2.04315
O  4.83565  7.14789  -1.99500
O  3.88455  6.23554  0.41257
O  1.94974  4.38824  -4.52849
H  3.86550  6.17430  -4.22679
H  1.95812  4.46169  0.11070
H  4.58078  6.88055  0.16013
H  1.24946  3.74780  -4.27605

Forces on the atoms, in the same order (eV/Å):
0.4743 0.3313 -0.2353
-0.2456 -0.3871 -0.8807
-0.0398 -0.5445 1.1597
-0.0873 -0.2080 0.0162
-0.0059 -1.1032 0.3317
-1.2724 -0.5960 0.4660
1.2593 1.0290 -0.3733
-0.7835 2.2189 -0.4030
2.1617 -2.4107 0.7192
2.9065 1.0687 -0.9014
-8.7223 -1.1274 0.8727
2.6771 0.9086 -1.2205
-0.3155 0.7727 -2.2571
-2.2243 0.9000 0.9379
2.0618 0.6385 1.0093
-1.4190 -0.9510 -1.5585
-0.8325 -0.5767 2.4157
0.7087 -0.5555 2.1039
1.5324 1.7732 -0.7032
-1.8698 0.5491 -1.6970
2.0617 0.4529 -1.4041
-0.0858 0.4919 2.1987
2.1781 -0.4267 -0.3212
-1.7535 0.9737 1.1329
-0.3184 1.2982 -2.3109
1.8165 -1.2263 -1.4065
-0.5089 0.2288 2.2954
1.7481 -1.4748 0.5091
0.5611 -0.9286 -2.1538
-1.6612 -1.0841 1.5948
0.2115 0.2104 0.1850
-0.2810 -0.3218 -1.8260
-0.4767 -0.4660 0.7547
0.5365 0.4961 -0.2663
-0.3068 -0.2336 -0.2509
0.3546 0.3084 1.9016
0.6823 0.6065 -0.6662
-0.6702 -0.6415 0.2660
-0.2057 -0.1536 -2.0244
0.1217 0.1797 1.9493
-0.0314 -0.0189 0.0636
0.0594 -0.0061 -0.0236
-0.2840 -0.2616 0.1036
0.2883 0.2671 -0.1027

Values from the calculation:
Total charge: 0
ΔE to the lowest compared entry with this formula, charge and spin: 6.969 eV
LUMO level: -1.697 eV
Multiplicity: 1
SMILES: CCCCCC[C@@H]1CCC(=O)O1.O=C1C=C(O)C(=O)C=C1O

Partial charges, Löwdin, in e:
1. C -0.16
2. C -0.25
3. C -0.22
4. C -0.22
5. C -0.19
6. C -0.14
7. C -0.25
8. C -0.12
9. C -0.06
10. C -0.24
11. O -0.02
12. O -0.12
13. H 0.08
14. H 0.08
15. H 0.07
16. H 0.10
17. H 0.11
18. H 0.10
19. H 0.10
20. H 0.10
21. H 0.11
22. H 0.10
23. H 0.11
24. H 0.14
25. H 0.13
26. H 0.17
27. H 0.13
28. H 0.11
29. H 0.13
30. H 0.10
31. C 0.08
32. C -0.21
33. C -0.30
34. O 0.09
35. C 0.08
36. C -0.20
37. C -0.31
38. O 0.11
39. O 0.08
40. O 0.08
41. H 0.14
42. H 0.13
43. H 0.12
44. H 0.12



Computed orbital gap (eV) in order:
9.27; 6.62; 8.53; 8.22
Computed strongest force on any atom (hartree/bohr) in order:
0.0214; 0.2897; 0.0226; 0.1719
Computed DFT total energy (eV) in order:
-45097.1850; -52751.0231; -46628.4635; -29227.6366